{"formula": "C22H21BrClN4O6STl", "method": "ωB97M-V/def2-TZVPD", "elements": ["Tl", "Br", "C", "C", "C", "C", "C", "N", "C", "O", "O", "H", "H", "H", "O", "N", "C", "C", "N", "C", "N", "C", "C", "C", "S", "O", "C", "C", "C", "H", "H", "H", "H", "H", "H", "H", "H", "H", "H", "H", "H", "H", "H", "Cl", "C", "C", "C", "C", "C", "C", "C", "O", "O", "H", "H", "H", "H"], "xyz": [[0.6740, -1.0760, 0.1022], [-1.0548, 1.7308, -1.9515], [-2.3124, 0.4643, -1.2700], [-3.5906, 0.4452, -1.7943], [-4.4582, -0.5028, -1.2750], [-4.0243, -1.3488, -0.2695], [-2.7196, -1.2352, 0.1885], [-1.8771, -0.3411, -0.3343], [-2.2158, -2.1485, 1.3261], [-3.0421, -2.9522, 1.7659], [-1.0176, -1.9778, 1.6864], [-3.8734, 1.1147, -2.5924], [-5.4648, -0.5798, -1.6674], [-4.6517, -2.1022, 0.1820], [-0.4921, -2.3660, -2.4003], [-1.3330, -1.7914, -3.1215], [-1.9626, -2.5393, -4.0420], [-2.9593, -1.8961, -4.8276], [-3.7690, -1.3785, -5.4680], [-1.6717, -3.9197, -4.2608], [-1.4389, -5.0269, -4.4845], [1.2714, 1.5682, 5.4576], [0.7485, 1.4641, 4.0306], [-0.7621, 1.2777, 3.9967], [-1.4250, 1.2412, 2.3253], [-2.9109, 1.0656, 2.4829], [-1.1326, 2.9998, 1.8810], [-2.3916, 3.6392, 1.3089], [-3.3416, 4.1509, 2.3851], [2.3579, 1.6635, 5.4632], [1.0084, 0.6817, 6.0399], [0.8518, 2.4370, 5.9729], [1.2365, 0.6400, 3.5100], [1.0323, 2.3557, 3.4684], [-1.3026, 2.0571, 4.5445], [-1.0498, 0.3036, 4.3982], [-0.3195, 2.9665, 1.1580], [-0.7829, 3.5366, 2.7670], [-2.9175, 2.9078, 0.6920], [-2.0880, 4.4554, 0.6474], [-3.6859, 3.3173, 2.9970], [-4.2165, 4.6371, 1.9480], [-2.8417, 4.8784, 3.0323], [4.9868, 6.7949, -1.0748], [4.3077, 5.2963, -0.4575], [3.0119, 4.9510, -0.7968], [2.4852, 3.7667, -0.2988], [3.2369, 2.9390, 0.5269], [4.5375, 3.3116, 0.8448], [5.0828, 4.4910, 0.3591], [2.6364, 1.6455, 1.0934], [3.3771, 0.9512, 1.8053], [1.4319, 1.4429, 0.7852], [2.4301, 5.5968, -1.4407], [1.4778, 3.4567, -0.5463], [5.1049, 2.6511, 1.4877], [6.0940, 4.7871, 0.6051]], "forces_ev_per_a": [[0.03, -0.02, 0.01], [-0.01, -0.02, 0.03], [-0.02, -0.04, -0.10], [-0.01, 0.02, 0.00], [0.01, -0.01, 0.00], [0.03, 0.02, 0.01], [-0.04, -0.04, 0.02], [0.08, 0.05, 0.06], [-0.15, -0.06, -0.06], [0.03, 0.02, 0.04], [0.10, 0.06, -0.02], [0.00, 0.00, 0.00], [0.00, 0.00, 0.00], [-0.01, 0.00, 0.00], [0.02, 0.05, -0.08], [-0.03, -0.06, 0.15], [-0.03, -0.02, -0.06], [0.11, -0.03, 0.05], [-0.04, 0.00, -0.02], [-0.03, 0.11, -0.05], [-0.01, -0.04, 0.02], [0.01, 0.00, 0.03], [0.00, -0.02, -0.02], [0.07, 0.02, 0.06], [-0.30, -0.14, -0.27], [0.23, 0.10, 0.07], [0.00, -0.01, 0.12], [-0.02, -0.02, -0.03], [-0.01, -0.01, 0.05], [0.01, 0.00, 0.00], [0.00, -0.01, -0.01], [-0.01, 0.00, 0.00], [0.00, -0.02, -0.03], [0.01, 0.04, 0.01], [0.01, 0.00, 0.00], [0.00, 0.01, 0.04], [0.04, -0.05, -0.02], [-0.04, 0.06, 0.00], [0.02, 0.01, -0.06], [-0.01, 0.01, 0.00], [0.02, 0.01, 0.00], [0.00, 0.01, -0.03], [0.00, 0.01, 0.00], [-0.02, -0.04, 0.02], [0.02, 0.04, 0.00], [0.00, -0.01, -0.01], [-0.01, -0.01, -0.01], [0.01, 0.07, -0.03], [-0.03, -0.03, 0.04], [0.03, 0.01, -0.01], [-0.04, 0.02, 0.05], [0.02, -0.03, 0.02], [-0.03, 0.00, 0.03], [-0.01, 0.00, 0.00], [-0.01, 0.00, 0.00], [0.01, 0.00, 0.00], [0.00, 0.00, 0.00]], "lowdin_charge": [0.9575, 0.7323, -0.7480, -0.1182, -0.0534, 0.0041, -0.1928, -0.0026, -0.6624, -0.0071, -0.2257, 0.0951, 0.1032, 0.1119, -0.2200, -0.0782, -0.3427, -0.2466, 0.0893, -0.2333, 0.1048, -0.1131, -0.3005, -0.3511, 0.8994, -0.5168, -0.3261, -0.3049, -0.1207, 0.0679, 0.0696, 0.0653, 0.1058, 0.0973, 0.0933, 0.0970, 0.0483, 0.0835, 0.0881, 0.1021, 0.0591, 0.0626, 0.0655, 0.5900, -0.6766, -0.1121, -0.0161, -0.1158, -0.0249, -0.1218, -0.6865, -0.0303, -0.2396, 0.0970, 0.0943, 0.1108, 0.0928], "de_lowest_kj_mol": 0.00, "charge": -2, "homo_energy_ha": -0.114, "multiplicity": 1, "lumo_ev": 3.76, "gap_ev": 6.87}

=====

{"formula": "C6H13NO", "method": "ωB97M-V/def2-TZVPD", "elements": ["C", "N", "C", "C", "C", "C", "C", "O", "H", "H", "H", "H", "H", "H", "H", "H", "H", "H", "H", "H", "H"], "xyz": [[-1.0166, -1.6263, -1.1780], [-1.2323, -0.1962, -0.8726], [-0.6878, 0.2569, 0.3909], [0.6152, 0.9787, 0.3932], [0.6875, 2.2414, -0.5733], [1.7736, 0.0525, 0.0603], [-0.8937, -0.5771, 1.5430], [-0.4316, -1.8288, 1.9398], [-1.2051, -1.8816, -2.2195], [0.0034, -1.9012, -0.8936], [-1.6422, -2.2392, -0.4897], [-2.2280, -0.0340, -0.8577], [-1.5585, -1.5311, 1.2716], [0.7736, 1.4414, 1.3727], [-0.1124, 2.8710, -0.1623], [1.6737, 2.6981, -0.4326], [0.5896, 1.9435, -1.6124], [1.5594, -0.5091, -0.8585], [1.8002, -0.7517, 0.8167], [2.7421, 0.5336, -0.0269], [-1.2104, 0.0592, 2.3889]], "forces_ev_per_a": [[-0.02, -0.22, 1.47], [1.11, 0.14, -0.50], [0.14, -3.71, -0.72], [0.08, 3.84, -0.90], [-0.17, -1.17, 1.56], [-0.87, -2.09, 0.41], [0.01, 3.27, 0.84], [-1.01, -0.88, -1.22], [-0.16, 0.17, 0.09], [-0.14, 0.09, -0.37], [0.09, -0.17, -0.73], [-0.04, 0.19, -0.03], [-0.14, -0.57, 0.51], [0.03, -0.43, 0.25], [0.26, 0.36, -0.87], [-0.29, 0.15, -0.03], [-0.39, 0.16, -0.05], [0.20, 0.49, -0.11], [0.40, 0.32, -0.08], [-0.09, 0.28, 0.13], [1.00, -0.22, 0.34]], "lowdin_charge": [-0.0997, -0.0580, -0.2046, -0.3779, -0.0640, -0.0565, -0.2778, -0.0795, 0.0804, 0.0730, 0.0726, 0.1032, 0.1734, 0.1381, 0.0750, 0.0678, 0.0665, 0.0754, 0.0865, 0.0835, 0.1227], "de_lowest_kj_mol": 739.36, "homo_energy_ha": -0.279, "multiplicity": 1, "lumo_ev": -1.46, "gap_ev": 6.13}